No. 1
Computed, not measured: one molecule with the formula C2H5N2P, with ωB97M-V/def2-TZVPD.

The geometry in XYZ format:
```
10
Properties=species:S:1:pos:R:3
C 1.6344 0.0251 -1.6084
C -0.2120 -0.2643 0.7035
N 0.5056 -0.3144 -1.8253
N -0.4172 -1.0869 -2.0025
P -1.2402 -1.3474 -0.5124
H 2.0227 0.9498 -1.5477
H -0.8090 -0.2378 1.7241
H -0.0649 0.7034 0.2675
H 0.5573 -1.0227 0.9065
H -2.1715 -0.3839 -0.7616
```

The value obtained for the HOMO-LUMO gap is 0.3340 Ha. The value obtained for the HOMO energy is -8.5942 eV. Its energy above the lowest of the compared OMol25 structures with the same formula, charge and spin is 76.8 kcal per mole. The largest force on an atom is 4.15 eV/Å.

Here are the Mulliken charges for atoms 1 to 6, given in e: C -0.205; C -0.954; N 0.330; N -0.597; P 0.156; H 0.302

No. 2
Computed, not measured: one molecule with the formula C2H5N2PS, with ωB97M-V/def2-TZVPD.

The geometry in XYZ format:
```
11
Properties=species:S:1:pos:R:3
C -1.1864 0.0657 -0.0440
C 1.0838 -0.6788 -0.2051
N -0.3199 -0.9755 -0.1433
N -0.4665 1.2915 -0.1844
P 1.2294 1.2287 0.0291
S -2.7775 -0.0500 0.0907
H 1.5365 -1.0719 0.6691
H 1.4851 -1.0996 -1.2042
H -0.6011 -1.8823 0.2152
H -1.0630 2.0824 -0.5610
H 1.0796 1.0897 1.3380
```

The SMILES is S=C1NCPN1. The value obtained for the HOMO-LUMO gap is 0.3351 Ha. The value obtained for the HOMO energy is -8.3786 eV. Its energy above the lowest of the compared OMol25 structures with the same formula, charge and spin is 0.0 kcal per mole. The largest force on an atom is 2.85 eV/Å.

Here are the Mulliken charges for atoms 1 to 6, given in e: C 0.144; C -0.610; N -0.151; N -0.198; P 0.026; S -0.410

No. 3
Computed, not measured: a 2-piece molecular cluster, C2H5N2PS overall, with ωB97M-V/def2-TZVPD.

The geometry in XYZ format:
```
11
Properties=species:S:1:pos:R:3
C 1.4635 2.3187 1.9699
C -0.6914 -1.0782 -0.5046
N -0.3497 -0.8510 0.8472
N 1.0617 3.0344 1.1134
P 1.0450 -0.8640 -0.1579
S 1.5585 1.5759 3.3232
H -1.1564 -2.1469 -0.8276
H -1.3431 -0.3885 -0.9719
H -0.5436 -1.6589 1.4338
H 0.8979 3.3297 0.1768
H 1.1568 0.5248 -0.2909
```

The SMILES is C1NP1.N=C=S. The value obtained for the HOMO-LUMO gap is 0.3740 Ha. The value obtained for the HOMO energy is -9.2781 eV. Its energy above the lowest of the compared OMol25 structures with the same formula, charge and spin is 47.4 kcal per mole. The largest force on an atom is 4.28 eV/Å.

Here are the Mulliken charges for atoms 1 to 6, given in e: C 0.325; C -0.283; N -0.364; N -0.288; P 0.024; S -0.330

No. 4
Computed, not measured: an isolated ion of composition C2H5N2Si and charge +1, with ωB97M-V/def2-TZVPD.

The geometry in XYZ format:
```
10
Properties=species:S:1:pos:R:3
C -0.7299 0.2468 -1.1925
C -0.9264 -0.5093 0.9033
N -1.5049 -0.2330 -0.2217
N 0.3259 -0.0459 0.8833
Si 1.1061 0.1256 -0.6926
H -1.2224 0.7561 -1.9785
H -1.2565 -0.8834 1.8376
H 0.8009 -0.2220 1.8548
H 2.1728 -0.7922 -0.4555
H 1.2344 1.5574 -0.9382
```

The SMILES is C1=NC=[NH+][SiH2]1. The value obtained for the HOMO-LUMO gap is 0.3269 Ha. The value obtained for the HOMO energy is -15.4056 eV. Its energy above the lowest of the compared OMol25 structures with the same formula, charge and spin is 31.8 kcal per mole. As for the charge: +1. The largest force on an atom is 6.22 eV/Å.

Here are the Mulliken charges for atoms 1 to 6, given in e: C -0.118; C 0.141; N -0.401; N -0.208; Si 0.380; H 0.473

No. 5
Computed, not measured: one molecule with the formula C2H5N3, with ωB97M-V/def2-TZVPD.

The geometry in XYZ format:
```
10
Properties=species:S:1:pos:R:3
C 1.7988 -0.0371 0.3452
C -1.3985 -0.5921 -0.3406
N 0.9415 -0.9371 0.1564
N -1.6087 0.1338 0.7922
N -0.1918 -1.3285 0.2147
H 1.5385 0.9237 0.7708
H 2.8272 -0.2652 0.1192
H -2.1603 -1.3550 -0.4956
H -1.1107 -0.0950 -1.2839
H -1.0666 0.9977 0.8054
```

The value obtained for the HOMO-LUMO gap (spin up / spin down) is 0.3019 / 0.3329 Ha. The value obtained for the HOMO energy (spin up / spin down) is -8.4023 / -9.1555 eV. Its energy above the lowest of the compared OMol25 structures with the same formula, charge and spin is 102.9 kcal per mole. The largest force on an atom is 1.80 eV/Å.

Here are the Mulliken charges for atoms 1 to 6, given in e: C -0.292; C -0.159; N 0.317; N -0.606; N -0.491; H 0.234

No. 6
Computed, not measured: a 2-piece molecular cluster, C2H5N3 overall, with ωB97M-V/def2-TZVPD.

The geometry in XYZ format:
```
10
Properties=species:S:1:pos:R:3
C 1.0045 -1.0342 1.5863
C 0.9904 0.1653 1.1027
N -1.6769 0.5226 -1.0399
N 0.6400 1.2132 0.5851
N -0.6952 0.6183 -1.7371
H 0.1988 -1.6473 1.2476
H 1.6194 -1.4114 2.4027
H -2.5564 -0.0883 -1.3084
H 1.1744 1.5185 -0.2385
H -0.6991 0.1434 -2.6005
```

The SMILES is [H]/N=N\[H].C=C=N. The value obtained for the HOMO-LUMO gap is 0.3507 Ha. The value obtained for the HOMO energy is -8.6929 eV. Its energy above the lowest of the compared OMol25 structures with the same formula, charge and spin is 80.2 kcal per mole. The largest force on an atom is 2.93 eV/Å.

Here are the Mulliken charges for atoms 1 to 6, given in e: C -0.886; C 0.567; N -0.208; N -0.463; N -0.170; H 0.228

No. 7
Computed, not measured: one molecule with the formula C2H5N3, with ωB97M-V/def2-TZVPD.

The geometry in XYZ format:
```
10
Properties=species:S:1:pos:R:3
C 0.3830 -0.0507 0.3587
C 1.7588 0.4012 -0.1720
N -2.4413 -0.7639 -0.3930
N -0.6262 0.5060 -0.1165
N -2.0000 0.2057 0.1733
H 0.4747 -0.8401 1.1412
H 2.2867 0.8333 0.7594
H 1.5909 1.0768 -1.0318
H 2.1209 -0.6064 -0.5719
H -3.5475 -0.7619 -0.1472
```

The SMILES is [H]/N=N/N=C/C. The value obtained for the HOMO-LUMO gap is 0.3821 Ha. The value obtained for the HOMO energy is -9.2771 eV. Its energy above the lowest of the compared OMol25 structures with the same formula, charge and spin is 60.6 kcal per mole. The largest force on an atom is 3.22 eV/Å.

Here are the Mulliken charges for atoms 1 to 6, given in e: C 0.011; C -0.719; N -0.326; N -0.094; N -0.221; H 0.331

No. 8
Computed, not measured: a 2-piece molecular cluster, C2H5N3 overall, with ωB97M-V/def2-TZVPD.

The geometry in XYZ format:
```
10
Properties=species:S:1:pos:R:3
C 0.6319 -1.0253 0.8374
C -0.5029 -0.4849 0.2799
N 1.5123 -1.3047 1.4854
N 0.0827 1.6901 0.1747
N -0.6296 -0.8882 -1.0445
H -1.3578 -0.3271 0.7631
H 0.3992 2.0142 1.0811
H 0.8096 1.7139 -0.5573
H -1.2126 -0.1903 -1.5520
H 0.2672 -1.1976 -1.4679
```

The value obtained for the HOMO-LUMO gap (spin up / spin down) is 0.3156 / 0.2981 Ha. The value obtained for the HOMO energy (spin up / spin down) is -8.9405 / -8.4568 eV. Its energy above the lowest of the compared OMol25 structures with the same formula, charge and spin is 72.1 kcal per mole. The largest force on an atom is 6.07 eV/Å.

Here are the Mulliken charges for atoms 1 to 6, given in e: C 0.293; C -0.161; N -0.339; N -0.638; N -0.484; H 0.384

No. 9
Computed, not measured: a 2-piece molecular cluster, C2H5N3O overall, with ωB97M-V/def2-TZVPD.

The geometry in XYZ format:
```
11
Properties=species:S:1:pos:R:3
C -1.9033 -0.1494 -0.0413
C 2.3962 -0.5915 -0.0248
N 0.2858 0.3937 0.1578
N 0.9259 -0.6020 0.0321
N -2.4942 1.0550 0.0528
O -2.0962 -1.2916 -0.0365
H 2.9716 0.3471 -0.1365
H 2.5352 -1.2590 -0.8975
H 2.5790 -0.9319 1.0547
H -1.8917 1.7673 0.3761
H -3.3083 1.2625 -0.5369
```

The value obtained for the HOMO-LUMO gap (spin up / spin down) is 0.2722 / 0.2674 Ha. The value obtained for the HOMO energy (spin up / spin down) is -6.8955 / -6.7664 eV. Its energy above the lowest of the compared OMol25 structures with the same formula, charge and spin is 101.5 kcal per mole. The largest force on an atom is 4.17 eV/Å.

Here are the Mulliken charges for atoms 1 to 6, given in e: C 0.486; C -0.621; N -0.418; N 0.000; N -0.367; O -0.364

No. 10
Computed, not measured: one molecule with the formula C2H5N3O, with ωB97M-V/def2-TZVPD.

The geometry in XYZ format:
```
11
Properties=species:S:1:pos:R:3
C 1.1177 -0.2015 -0.0207
C -2.3539 -0.1568 -0.0610
H 2.2777 1.3961 0.2122
H 0.3881 1.8123 -0.3355
H 1.9239 -1.7529 0.0349
H -3.1253 0.4401 0.5049
H -2.4405 -1.2813 -0.2701
N 1.2571 1.1492 -0.1259
N 2.2596 -0.8244 0.1110
N -1.1720 0.2007 0.1506
O -0.1324 -0.7814 -0.2005
```

The SMILES is [H]/N=C(/N)ON=C. The value obtained for the HOMO-LUMO gap is 0.3461 Ha. The value obtained for the HOMO energy is -8.7304 eV. Its energy above the lowest of the compared OMol25 structures with the same formula, charge and spin is 93.2 kcal per mole. The largest force on an atom is 3.89 eV/Å.

Here are the Mulliken charges for atoms 1 to 6, given in e: C 0.626; C -0.272; H 0.293; H 0.275; H 0.234; H 0.263

Question: largest force on an atom of number 8 (C2H5N3)?
Answer: 6.07 eV/Å

Question: What is the formula in the seventh record?
Answer: C2H5N3